{
  "formula": "C15H23CdN4O7S",
  "method": "ωB97M-V/def2-TZVPD",
  "de_lowest_kj_mol": 134.5,
  "fmax_ev_per_a": 3.43,
  "e_tot_ev": -51623.52120,
  "homo_ev": -4.8,
  "spin_multiplicity": 1,
  "lumo_energy_ev": 1.959,
  "total_charge": -1,
  "homo_lumo_gap_ev": 6.73,
  "symbols": ["Cd", "C", "C", "N", "C", "C", "S", "C", "C", "N", "H", "H", "H", "H", "H", "H", "H", "H", "H", "H", "H", "H", "H", "H", "N", "C", "C", "O", "O", "H", "H", "H", "H", "O", "C", "O", "C", "C", "C", "N", "C", "C", "C", "O", "O", "H", "H", "H", "O", "H", "H"],
  "coordinates": [[-3.971, -5.865, 12.295], [-5.528, -6.633, 15.244], [-6.513, -6.834, 14.101], [-6.259, -5.821, 13.040], [-6.912, -4.512, 13.215], [-6.117, -3.402, 13.951], [-4.257, -3.473, 13.629], [-3.632, -3.998, 15.338], [-3.207, -5.460, 15.492], [-4.097, -6.487, 14.781], [-5.808, -5.895, 15.944], [-5.527, -7.594, 15.863], [-6.198, -7.806, 13.679], [-7.565, -6.836, 14.499], [-6.601, -6.218, 12.113], [-6.986, -4.104, 12.199], [-7.890, -4.696, 13.678], [-6.510, -2.414, 13.768], [-6.103, -3.620, 15.051], [-2.834, -3.248, 15.529], [-4.377, -3.767, 16.071], [-2.199, -5.546, 15.074], [-3.120, -5.783, 16.520], [-3.637, -7.365, 14.709], [-3.519, -5.651, 8.501], [-4.955, -5.472, 8.482], [-5.658, -6.002, 9.799], [-6.778, -5.547, 10.026], [-4.936, -6.880, 10.391], [-2.971, -5.442, 7.677], [-3.432, -6.571, 8.932], [-5.409, -5.923, 7.571], [-5.123, -4.388, 8.342], [1.432, -11.071, 12.596], [0.718, -11.061, 11.605], [0.890, -11.531, 10.470], [-0.596, -10.291, 11.777], [-1.754, -10.409, 11.051], [-2.821, -9.449, 11.220], [-2.702, -8.315, 12.022], [-1.501, -8.167, 12.653], [-0.515, -9.210, 12.679], [-1.211, -6.831, 13.374], [-0.420, -6.781, 14.341], [-1.771, -5.788, 12.895], [-2.035, -11.209, 10.389], [-3.731, -9.464, 10.665], [0.290, -9.018, 13.426], [-2.638, -4.513, 10.690], [-2.755, -4.894, 9.737], [-1.834, -4.711, 11.152]],
  "forces_ev_per_angstrom": [[0.90, -0.75, -0.29], [1.99, -2.71, 0.64], [0.94, 0.47, -0.38], [-1.20, -0.99, -1.12], [0.71, 0.28, -0.83], [1.31, -2.10, 1.77], [-0.67, 0.19, 1.02], [0.05, 0.37, -0.78], [-0.08, -1.17, -1.26], [-0.90, 2.61, 0.10], [-0.14, 1.32, 0.54], [-0.38, 1.08, -0.60], [-0.75, 0.33, -0.09], [0.82, -0.10, -0.54], [0.36, 0.79, 1.29], [-0.64, -0.39, 0.07], [-0.04, 0.55, -0.11], [-0.01, 0.16, -0.17], [-0.43, 0.54, -0.86], [-0.09, -0.98, -0.10], [-0.85, 0.35, 0.17], [-0.31, -0.29, -0.04], [-0.13, 0.46, 0.64], [0.47, -0.73, 0.22], [0.16, -0.67, 1.13], [-0.63, 1.44, -1.11], [1.33, 0.18, -2.18], [0.12, -0.44, 0.89], [-0.88, 0.75, 0.78], [-0.48, -0.57, -0.13], [0.93, -0.09, -0.54], [-0.06, -0.13, 0.70], [-0.41, -0.38, 0.41], [1.00, -0.15, 1.20], [-0.75, -0.60, -0.82], [-0.03, -0.23, -0.55], [0.66, 1.37, 1.25], [-3.04, 1.60, 0.04], [2.40, 1.16, 1.82], [1.20, -0.97, -1.13], [-0.07, -1.66, 0.24], [-1.06, 2.04, 0.33], [1.18, -0.25, 0.92], [-0.97, -0.59, -1.06], [-0.72, 0.09, -0.32], [0.71, -0.29, -0.28], [-0.58, -0.39, -0.26], [-0.36, -0.58, -1.19], [-1.57, 0.42, -0.75], [0.14, 0.17, 1.17], [0.87, -0.54, 0.14]]
}


{
  "formula": "C15H23CdN4P",
  "method": "ωB97M-V/def2-TZVPD",
  "de_lowest_kj_mol": 120.8,
  "fmax_ev_per_a": 2.38,
  "e_tot_ev": -35738.19238,
  "homo_ev": -7.9,
  "spin_multiplicity": 1,
  "lumo_energy_ev": -1.202,
  "homo_lumo_gap_ev": 6.65,
  "symbols": ["C", "C", "C", "C", "C", "C", "C", "C", "N", "Cd", "C", "P", "H", "H", "H", "H", "H", "H", "H", "H", "C", "C", "H", "C", "C", "H", "H", "H", "H", "H", "H", "H", "H", "H", "H", "H", "H", "H", "H", "N", "C", "N", "C", "N"],
  "coordinates": [[4.388, 2.220, -1.351], [3.217, 2.434, -2.080], [1.998, 1.787, -1.738], [1.979, 0.977, -0.592], [3.174, 0.704, 0.079], [4.370, 1.345, -0.268], [0.776, 2.166, -2.556], [0.045, 1.125, -3.461], [0.045, -0.260, -3.112], [0.235, 0.451, 0.753], [3.208, -0.266, 1.243], [1.874, -1.535, 1.006], [3.221, 3.129, -2.929], [5.260, 1.167, 0.337], [5.314, 2.740, -1.615], [3.007, 0.236, 2.205], [4.176, -0.770, 1.361], [0.015, 2.610, -1.890], [1.073, 2.963, -3.257], [-1.005, 1.429, -3.473], [1.804, -2.387, 2.626], [2.661, -2.716, -0.166], [0.442, 1.249, -4.477], [1.218, -1.063, -3.330], [-1.214, -0.962, -3.130], [-2.960, -1.202, 3.765], [1.341, -1.349, -4.384], [2.112, -0.525, -3.002], [1.116, -1.987, -2.750], [-1.539, -1.185, -4.155], [-1.109, -1.913, -2.596], [-1.988, -0.345, -2.658], [3.524, -3.214, 0.301], [1.926, -3.487, -0.445], [3.001, -2.196, -1.075], [2.787, -2.807, 2.892], [1.480, -1.665, 3.397], [1.057, -3.197, 2.557], [-2.533, -1.689, 3.431], [-1.817, 0.889, 0.198], [-2.847, 1.288, 0.626], [-3.972, 1.780, 0.963], [-4.559, 1.517, 2.109], [-5.165, 1.349, 3.099]],
  "forces_ev_per_angstrom": [[-0.07, 0.05, 0.09], [-0.37, -0.54, -0.13], [0.89, 0.93, -0.09], [-0.65, 0.28, 0.63], [0.69, 0.45, -0.22], [-0.14, -0.22, -0.26], [-0.26, 0.17, 0.17], [0.12, 0.00, -0.28], [0.11, -0.24, 1.66], [-0.32, 0.12, -2.35], [-0.46, -0.39, 0.38], [0.44, 0.00, 0.80], [0.08, -0.33, 0.31], [-0.10, 0.04, -0.27], [-0.37, -0.13, 0.07], [0.01, -0.07, -0.18], [-0.09, 0.14, -0.15], [0.31, -0.24, -0.03], [-0.11, -0.12, 0.38], [0.14, 0.10, -0.23], [0.23, -0.35, -0.09], [-0.31, -0.19, -0.09], [-0.03, 0.09, -0.21], [-0.23, 0.23, -0.13], [0.14, 0.23, -0.28], [-0.32, 0.38, 0.22], [0.13, -0.05, -0.17], [-0.07, -0.13, -0.06], [0.16, 0.10, -0.04], [-0.18, -0.16, -0.11], [-0.14, 0.17, 0.00], [0.11, -0.25, 0.03], [-0.24, 0.25, 0.00], [0.28, 0.27, 0.01], [-0.23, -0.07, 0.36], [-0.37, 0.07, 0.08], [0.14, -0.34, -0.32], [0.33, 0.31, 0.16], [0.32, -0.36, -0.24], [-0.19, -0.02, 0.74], [-0.04, 0.06, 0.15], [0.92, -0.10, -0.67], [-1.31, -0.39, 1.89], [1.06, 0.23, -1.54]]
}


{
  "formula": "C15H23ClN3O7",
  "method": "ωB97M-V/def2-TZVPD",
  "fmax_ev_per_a": 9.79,
  "e_tot_ev": -47242.91018,
  "homo_ev": -4.5,
  "spin_multiplicity": 1,
  "lumo_energy_ev": 2.054,
  "total_charge": -1,
  "homo_lumo_gap_ev": 6.57,
  "symbols": ["C", "C", "C", "O", "C", "Cl", "C", "C", "O", "O", "C", "O", "C", "C", "C", "N", "N", "N", "C", "O", "O", "H", "H", "H", "H", "H", "H", "H", "H", "H", "H", "H", "H", "H", "C", "C", "O", "C", "C", "H", "H", "H", "H", "H", "H", "H", "H", "H", "H"],
  "coordinates": [[-4.026, 2.489, -0.048], [-2.887, 1.953, -0.721], [-1.942, 1.122, -1.792], [-2.768, 0.542, -2.902], [-1.125, -0.208, -1.280], [-2.354, -1.571, -1.731], [-0.568, -0.294, 0.259], [-1.689, -0.802, 1.364], [-1.296, -0.786, 2.661], [0.063, -0.188, -2.197], [-0.078, 0.735, -3.362], [0.354, 0.489, -4.604], [-0.853, 2.015, -2.693], [-0.093, 2.967, -1.597], [1.390, 3.502, -2.046], [2.444, 2.406, -2.176], [1.885, 4.401, -0.893], [1.366, 4.404, -3.276], [-1.612, 3.008, -3.755], [-2.618, 3.832, -3.363], [-1.213, 3.049, -5.173], [-4.958, 2.882, 0.585], [-3.719, 0.863, -2.830], [0.308, -1.104, 0.308], [-0.111, 0.697, 0.682], [-2.766, -1.138, 1.050], [-0.772, 3.941, -1.475], [0.005, 2.511, -0.524], [2.011, 1.585, -1.655], [2.372, 2.105, -3.194], [2.476, 3.731, -0.314], [1.058, 4.597, -0.256], [2.297, 4.916, -3.226], [1.403, 3.850, -4.161], [1.319, -5.944, 3.072], [1.873, -4.614, 2.589], [0.902, -3.572, 2.557], [0.288, -3.238, 3.800], [1.276, -2.772, 4.856], [0.481, -6.263, 2.439], [2.096, -6.715, 3.043], [0.948, -5.883, 4.097], [2.235, -4.737, 1.563], [2.738, -4.307, 3.185], [-0.311, -4.080, 4.162], [-0.418, -2.425, 3.594], [2.003, -3.549, 5.108], [0.749, -2.496, 5.774], [1.837, -1.903, 4.498]],
  "forces_ev_per_angstrom": [[7.64, -4.07, -4.44], [-7.97, 2.70, 3.82], [-1.53, 0.89, -1.82], [-1.08, 2.48, 1.68], [0.65, 1.78, -0.62], [2.08, -0.28, 1.57], [-0.36, -1.30, 0.41], [2.82, 0.80, 5.23], [-2.74, -0.07, -7.91], [-1.69, -0.01, -0.77], [1.31, -0.13, -4.49], [-2.65, 1.26, 9.34], [-0.99, 0.12, 1.02], [0.49, 1.03, -0.73], [-0.02, 1.03, 0.47], [-2.58, -0.81, -0.84], [-0.81, -2.10, 0.84], [1.68, -0.95, 1.02], [-2.63, 3.79, -5.90], [4.98, -4.54, -0.40], [-1.18, -1.03, 7.94], [2.89, -1.01, -1.79], [1.89, -0.23, -0.04], [-1.99, 1.66, -0.23], [-1.09, -1.75, -1.11], [2.05, 0.60, 0.56], [1.27, -2.25, -0.49], [-0.11, 0.45, -2.10], [0.96, 1.03, -0.77], [0.29, 0.34, 1.63], [-0.79, 1.23, -0.94], [1.24, -0.11, -1.15], [-1.58, -0.80, 0.01], [-0.53, 0.40, 0.95], [-0.18, -0.11, 0.03], [-0.21, 0.08, -0.02], [0.09, -0.05, -0.14], [-0.08, 0.16, 0.04], [0.19, -0.03, -0.01], [0.20, 0.06, 0.08], [-0.08, 0.10, -0.03], [0.09, -0.02, 0.00], [-0.17, 0.21, 0.07], [0.01, -0.04, 0.10], [0.08, -0.09, 0.08], [0.31, -0.32, -0.14], [-0.06, 0.00, 0.08], [0.02, -0.01, -0.12], [-0.13, -0.07, 0.04]]
}


{
  "formula": "C15H23ClN4O4S",
  "method": "ωB97M-V/def2-TZVPD",
  "de_lowest_kj_mol": 55.0,
  "fmax_ev_per_a": 0.54,
  "smiles": "CO[C@@]1(C(=O)NC[C@H](CO)NC(=O)Cc2cc(Cl)n(C)n2)CCSC1",
  "e_tot_ev": -53436.92190,
  "homo_ev": -8.5,
  "spin_multiplicity": 1,
  "lumo_energy_ev": 0.481,
  "homo_lumo_gap_ev": 9.02,
  "symbols": ["C", "O", "C", "C", "O", "N", "C", "C", "C", "O", "N", "C", "O", "C", "C", "C", "C", "Cl", "N", "C", "N", "C", "C", "S", "C", "H", "H", "H", "H", "H", "H", "H", "H", "H", "H", "H", "H", "H", "H", "H", "H", "H", "H", "H", "H", "H", "H", "H"],
  "coordinates": [[0.840, -2.167, -0.810], [1.368, -1.065, -0.107], [2.081, -0.115, -0.872], [1.147, 0.694, -1.763], [1.572, 1.342, -2.702], [-0.139, 0.681, -1.378], [-1.174, 1.418, -2.050], [-2.561, 0.915, -1.644], [-3.624, 1.954, -1.921], [-3.447, 2.423, -3.246], [-2.638, 0.529, -0.257], [-2.962, -0.724, 0.161], [-3.288, -1.610, -0.605], [-2.880, -0.970, 1.664], [-1.541, -0.673, 2.259], [-1.079, 0.522, 2.831], [0.226, 0.251, 3.172], [1.397, 1.231, 3.932], [0.483, -1.023, 2.808], [1.694, -1.791, 3.002], [-0.586, -1.594, 2.248], [2.738, 0.810, 0.157], [4.222, 0.436, 0.339], [4.481, -1.166, -0.462], [3.202, -0.767, -1.675], [0.137, -2.662, -0.142], [0.299, -1.870, -1.714], [1.622, -2.884, -1.078], [-0.386, 0.100, -0.589], [-1.068, 2.491, -1.859], [-1.057, 1.286, -3.125], [-2.782, 0.038, -2.247], [-4.610, 1.499, -1.787], [-3.538, 2.782, -1.200], [-4.165, 3.020, -3.461], [-2.307, 1.189, 0.432], [-3.659, -0.380, 2.155], [-3.128, -2.016, 1.815], [-1.615, 1.442, 2.992], [1.633, -2.359, 3.931], [1.816, -2.463, 2.163], [2.548, -1.120, 3.037], [2.661, 1.855, -0.146], [2.203, 0.719, 1.100], [4.873, 1.167, -0.138], [4.502, 0.363, 1.387], [2.884, -1.666, -2.198], [3.606, -0.073, -2.408]],
  "forces_ev_per_angstrom": [[-0.06, -0.49, -0.13], [-0.29, -0.02, 0.31], [0.24, -0.27, 0.08], [-0.05, 0.20, -0.18], [-0.01, 0.12, -0.16], [-0.18, -0.31, 0.32], [0.10, 0.27, -0.19], [0.06, -0.04, -0.33], [-0.26, 0.28, -0.05], [0.06, -0.09, -0.02], [0.16, 0.18, 0.36], [0.04, -0.48, -0.10], [-0.03, 0.13, 0.00], [-0.18, 0.05, 0.06], [0.07, -0.05, -0.10], [-0.06, 0.34, 0.05], [-0.06, -0.33, -0.14], [0.02, 0.05, 0.02], [0.16, 0.19, 0.09], [0.06, 0.00, 0.09], [-0.21, -0.11, -0.03], [0.34, 0.39, 0.13], [-0.01, 0.02, -0.07], [-0.03, -0.20, 0.07], [0.30, 0.05, -0.12], [-0.01, 0.06, 0.07], [0.06, 0.03, -0.01], [-0.04, 0.03, 0.02], [0.10, 0.08, -0.01], [-0.04, 0.02, 0.08], [-0.02, 0.13, -0.04], [-0.06, -0.21, 0.17], [0.02, -0.02, 0.02], [0.09, -0.06, -0.03], [-0.08, 0.08, -0.06], [-0.05, -0.06, 0.00], [0.09, 0.06, 0.01], [0.04, -0.06, -0.04], [0.03, -0.01, 0.04], [0.03, 0.02, -0.01], [-0.05, -0.03, -0.10], [0.00, 0.03, 0.01], [0.00, -0.04, -0.10], [-0.14, -0.11, 0.00], [-0.04, 0.07, 0.03], [0.03, -0.02, 0.02], [0.01, 0.03, 0.00], [-0.15, 0.11, -0.02]]
}